{"formula": "C17H16BCoF5N6S2Se", "method": "the ωB97M-V functional and the def2-TZVPD basis", "charge": 1, "e_homo_ev": [-11.17, -11.38], "homo_lumo_gap_ev": [8.847, 5.215], "spin_multiplicity": 5, "lumo_ev": [-2.3, -6.2], "elements": ["Co", "C", "N", "C", "C", "N", "B", "N", "C", "C", "N", "C", "C", "S", "C", "S", "H", "H", "H", "H", "H", "H", "H", "H", "H", "H", "H", "H", "N", "C", "C", "C", "N", "H", "H", "H", "H", "F", "C", "C", "F", "C", "F", "C", "Se", "C", "F", "C", "F"], "positions_angstrom": [[0.4518, -0.4713, -0.5720], [-2.6268, 2.1995, -1.6912], [-2.0356, 2.0624, -0.3651], [-2.7132, 2.1478, 0.8362], [-1.7783, 2.0690, 1.8098], [-0.5420, 1.9460, 1.2165], [0.8028, 2.2445, 1.9901], [1.9135, 1.0923, 1.8837], [3.2257, 1.4607, 2.1037], [3.9728, 0.3396, 2.2066], [3.1113, -0.7226, 2.0390], [3.5022, -2.1254, 2.0920], [1.8679, -0.2429, 1.8485], [0.4643, -1.2368, 1.5514], [-0.7204, 1.9433, -0.1065], [0.5192, 1.7533, -1.3203], [-3.6972, 2.3399, -1.5668], [-2.4342, 1.3088, -2.2855], [-2.1988, 3.0607, -2.1994], [-3.7803, 2.2623, 0.8795], [-1.8773, 2.0927, 2.8781], [1.3130, 3.2192, 1.5008], [0.5039, 2.3861, 3.1470], [3.5029, 2.4952, 2.1816], [5.0222, 0.1945, 2.3848], [4.4840, -2.2286, 1.6382], [2.7755, -2.7106, 1.5346], [3.5279, -2.4681, 3.1246], [3.3130, -0.1148, -1.3356], [4.4781, -0.6893, -1.6566], [4.2502, -2.0467, -1.7620], [2.8904, -2.2002, -1.4835], [2.3281, -1.0229, -1.2287], [3.0875, 0.8599, -1.1831], [5.3709, -0.1030, -1.7855], [4.9635, -2.8105, -2.0080], [2.2945, -3.0970, -1.4448], [-6.7649, -0.8258, -0.6448], [-5.4947, -1.0395, -0.9295], [-5.1204, -1.3176, -2.2404], [-6.0386, -1.3635, -3.1917], [-3.7879, -1.5374, -2.5255], [-3.4542, -1.7928, -3.7803], [-2.8074, -1.4696, -1.5246], [-1.0443, -1.7820, -1.9910], [-3.2149, -1.1990, -0.2144], [-2.3312, -1.1556, 0.7752], [-4.5451, -0.9831, 0.0854], [-4.9296, -0.7210, 1.3295]], "atomic_forces_ev_per_a": [[0.5, -0.1, -0.1], [0.1, 0.0, 0.2], [-0.2, 0.1, -0.1], [0.1, 0.0, 0.0], [0.1, -0.1, 0.0], [0.2, 0.3, 0.2], [0.0, -0.2, -0.1], [0.0, 0.3, 0.1], [-0.1, -0.1, -0.1], [0.0, 0.0, 0.0], [0.2, -0.1, 0.0], [-0.1, 0.1, 0.0], [-0.3, -0.1, 0.1], [0.1, 0.3, 0.2], [0.3, 0.1, -0.2], [-0.4, -0.2, 0.3], [0.0, 0.0, 0.0], [0.0, 0.0, 0.0], [0.0, 0.0, 0.0], [-0.1, 0.0, 0.0], [0.0, 0.0, 0.1], [0.0, -0.1, 0.0], [0.0, -0.1, 0.0], [0.0, 0.0, 0.0], [0.0, 0.0, 0.0], [0.0, 0.0, 0.0], [0.0, 0.0, 0.0], [0.0, 0.0, 0.0], [-0.2, 0.0, 0.0], [0.1, 0.0, 0.0], [0.0, 0.1, 0.0], [0.0, 0.0, 0.0], [-0.1, 0.1, 0.0], [0.1, 0.0, 0.0], [0.0, 0.0, 0.0], [0.0, 0.0, 0.0], [0.0, 0.0, 0.0], [0.2, 0.0, 0.0], [-0.1, 0.0, 0.0], [0.0, 0.0, 0.1], [0.0, 0.0, 0.0], [-0.2, 0.0, 0.0], [0.1, 0.0, 0.0], [0.0, 0.0, 0.0], [0.1, -0.1, -0.3], [-0.2, 0.1, 0.1], [-0.2, 0.0, -0.2], [0.0, 0.0, 0.1], [0.1, 0.0, -0.1]]}

{"formula": "C17H16BN4O8", "method": "the ωB97M-V functional and the def2-TZVPD basis", "charge": -1, "e_homo_ev": -4.30, "homo_lumo_gap_ev": 5.188, "lumo_ev": 0.9, "elements": ["N", "C", "C", "C", "C", "N", "O", "O", "N", "C", "C", "N", "O", "O", "C", "H", "H", "C", "C", "C", "C", "C", "B", "O", "C", "C", "C", "C", "O", "C", "O", "O", "H", "H", "H", "H", "H", "H", "H", "H", "H", "H", "H", "H", "H", "H"], "positions_angstrom": [[-3.7129, -0.9201, 1.9272], [-2.6193, -1.0969, 2.2995], [-1.2557, -1.0564, 2.7562], [-0.1283, -1.5899, 1.9914], [1.1428, -1.3770, 2.6189], [2.3671, -1.3807, 1.9208], [2.7919, -1.9997, 0.9658], [3.1329, -0.3352, 2.4894], [2.5030, 0.2363, 3.5787], [1.3401, -0.4791, 3.7097], [0.2109, 0.1305, 4.3387], [0.3643, 1.4849, 4.9389], [0.9927, 1.6581, 5.9792], [-0.2175, 2.3735, 4.2738], [-1.0567, -0.2562, 3.8938], [-0.2352, -2.3978, 1.2977], [-1.9091, 0.0782, 4.4844], [-0.5046, -1.0672, -5.7977], [-0.4355, -1.7461, -4.5046], [-0.5478, -3.0678, -4.1201], [-0.4122, -3.0696, -2.6845], [-0.2121, -1.7643, -2.2180], [0.0276, -0.3042, -1.1704], [-1.3043, 0.2203, -1.4454], [-1.2707, 1.5618, -0.9803], [0.0670, 1.8862, -0.2614], [0.1567, 3.2251, 0.4161], [1.2599, 1.6072, -1.2195], [1.1153, 0.3642, -1.8709], [0.1643, 0.8221, 0.8468], [0.3120, -0.4948, 0.2098], [-0.2277, -0.9898, -3.4106], [-0.6315, -1.8025, -6.6006], [-1.3623, -0.3788, -5.8369], [0.4171, -0.5028, -5.9989], [-0.7135, -3.8928, -4.8133], [-0.4638, -3.9686, -2.0914], [-1.3886, 2.2057, -1.8624], [-2.1108, 1.7134, -0.2809], [1.0498, 3.2174, 1.0538], [0.1749, 4.0573, -0.2957], [-0.6908, 3.3234, 1.0987], [1.3051, 2.3880, -1.9927], [2.1860, 1.6311, -0.6172], [1.0653, 0.9783, 1.4763], [-0.7356, 0.7754, 1.5080]], "atomic_forces_ev_per_a": [[1.9, -0.6, 0.8], [-1.6, 0.3, -1.0], [1.5, -1.3, -1.0], [-1.4, -0.7, 2.5], [1.1, 0.5, -0.6], [-1.1, 0.4, 0.1], [-0.5, 0.9, 1.4], [0.2, -1.2, 0.0], [-1.3, -2.2, -0.1], [1.1, 3.3, -1.5], [-0.9, -0.8, -0.4], [-0.8, 0.6, -0.2], [-0.6, -0.2, -1.4], [1.2, -1.3, 1.6], [1.4, 0.7, 1.1], [-0.2, 0.1, -0.5], [0.0, 0.4, -0.6], [-0.1, 0.3, -0.8], [0.0, -1.7, 1.7], [0.0, 1.2, -0.4], [0.2, 0.9, 0.7], [0.5, 0.4, -1.6], [-1.1, -4.0, -3.7], [0.6, 1.4, 1.4], [-0.2, 0.3, -0.4], [0.0, -1.1, 0.2], [-0.1, 0.0, 0.1], [-0.2, 0.2, -0.1], [-0.2, 0.8, 1.3], [0.3, -0.8, -0.3], [0.1, 1.5, 2.1], [-0.2, -0.7, -0.4], [0.0, 0.1, 0.1], [0.3, 0.0, 0.0], [-0.2, 0.0, 0.0], [0.0, 0.1, 0.4], [0.0, 0.0, 0.2], [-0.1, 0.3, 0.2], [0.1, 0.2, -0.1], [0.0, 0.3, -0.3], [0.0, -0.1, 0.2], [-0.1, 0.3, -0.1], [0.1, 0.1, 0.2], [0.0, 0.1, -0.1], [-0.4, 0.2, -0.3], [0.6, 0.6, -0.6]]}

Ordered E results: -6090.5564, -1502.9780; unit a.u..
Ordered energy relative to the best compared isomer or geometry (same formula, charge and spin) results: 0.0, 8.7; unit kcal per mole.